1.
Entry from the OMol25 dataset: a cluster of 2 separate species, C12H26Cl2IN2O4 in total (ωB97M-V with the def2-TZVPD basis set).

Properties
E_HOMO = -11.25 eV
energy relative to the best compared isomer or geometry (same formula, charge and spin) = 0.0000 eV
charge = +1

Last column: natural (NBO) charge in e.
Geometry (Å):
H (1.895, -3.962, 4.442)  0.23
C (-1.064, 4.093, -4.243)  -0.40
H (-1.997, 3.855, -3.737)  0.24
C (0.043, 4.124, -2.092)  -0.23
H (2.164, 3.306, -3.643)  0.24
H (0.336, -5.666, 4.273)  0.21
C (-1.119, -1.219, 1.186)  -0.22
H (0.763, 1.524, -3.077)  0.25
H (0.087, 5.201, -2.253)  0.23
H (-1.062, 3.669, -5.243)  0.23
Cl (-1.507, -1.251, 3.944)  -0.11
C (-2.098, -1.689, 2.266)  -0.03
H (-2.912, -3.463, 3.976)  0.47
C (1.405, -3.946, 3.470)  -0.47
H (-3.032, -1.139, 2.157)  0.24
H (-0.381, 1.674, -4.428)  0.22
N (0.067, 3.494, -3.468)  -0.20
O (-0.986, -4.486, 3.294)  -0.50
O (-0.727, -4.217, 1.064)  -0.58
H (0.294, 0.086, 2.192)  0.23
C (2.397, -4.047, 2.317)  -0.50
C (1.147, 3.731, -1.139)  -0.09
C (-0.143, 2.005, -3.419)  -0.41
H (2.786, -5.053, 2.178)  0.22
H (1.284, 3.400, -5.182)  0.24
C (-0.516, 0.156, 1.463)  -0.63
H (1.781, 2.089, -0.296)  0.50
H (-0.088, 0.532, 0.533)  0.22
O (-3.354, -3.471, 3.109)  -0.53
H (1.497, 4.868, -4.193)  0.23
H (-1.285, 0.850, 1.804)  0.22
Cl (-2.055, -1.131, -0.337)  -0.05
C (1.348, 3.791, -4.170)  -0.41
I (4.030, -2.696, 2.598)  0.06
H (-0.927, 3.867, -1.669)  0.23
O (1.073, 2.337, -0.900)  -0.73
H (-0.927, 5.170, -4.293)  0.23
C (0.334, -5.049, 3.374)  -0.08
H (0.975, 4.293, -0.217)  0.21
H (0.523, -5.712, 2.530)  0.21
H (-0.967, 1.786, -2.747)  0.24
H (0.885, -2.988, 3.392)  0.22
H (2.132, 4.013, -1.523)  0.18
N (-2.411, -3.083, 2.161)  -0.20
H (1.922, -3.731, 1.389)  0.23
C (-1.299, -3.980, 2.098)  0.89
H (-0.310, -1.935, 1.058)  0.24

Force components x, y, z for each atom (eV/Å):
H 0.062 -0.072 -0.064
C 0.052 0.046 0.018
H -0.016 0.000 -0.009
C -0.063 -0.006 0.035
H 0.009 -0.003 0.002
H -0.182 0.133 -0.053
C 0.307 0.449 0.453
H -0.033 0.003 0.133
H -0.046 0.015 0.008
H -0.014 -0.003 -0.011
Cl 0.178 -0.089 -0.062
C -0.278 0.035 -0.340
H 0.039 0.083 -0.009
C -0.295 -0.061 -0.376
H 0.066 -0.065 0.178
H -0.017 0.022 -0.001
N -0.001 -0.047 0.014
O -0.106 0.114 -0.212
O 0.007 0.353 0.574
H -0.231 0.014 0.111
C -0.272 0.195 -0.040
C 0.077 -0.228 -0.030
C 0.012 -0.006 -0.183
H 0.212 0.103 0.127
H 0.012 0.001 -0.011
C 0.002 -0.154 -0.211
H -0.035 -0.059 0.058
H -0.083 0.011 0.033
O -0.112 -0.007 0.023
H 0.008 0.005 -0.018
H 0.116 0.053 0.051
Cl 0.045 -0.168 -0.164
C -0.018 -0.012 0.015
I 0.008 -0.088 -0.042
H 0.010 -0.003 0.033
O 0.122 0.096 -0.007
H -0.017 0.007 -0.003
C 0.492 -0.417 0.396
H -0.006 0.104 -0.048
H -0.195 0.113 -0.100
H 0.010 -0.027 0.034
H 0.107 0.071 0.168
H -0.028 0.064 -0.014
N 0.150 -0.171 0.114
H 0.071 -0.146 0.051
C 0.060 -0.174 -0.399
H -0.184 -0.086 -0.224

2.
Entry from the OMol25 dataset: a cluster of 19 separate species, C56H114O37S10 in total at a distorted geometry (ωB97M-V with the def2-TZVPD basis set).

Properties
E_HOMO = -8.37 eV

Last column: Mulliken charge in e.
Geometry (Å):
H (5.096, 3.554, 3.101)  0.36
H (1.906, 0.667, 0.930)  0.47
H (-8.851, -3.400, -1.912)  0.37
H (1.532, 3.847, -1.154)  -0.64
C (6.040, 6.433, 4.448)  -0.32
H (-5.946, 2.430, -2.262)  0.48
C (6.433, -0.253, 6.142)  -1.06
H (0.447, 2.232, 6.628)  0.45
H (0.759, -1.742, -5.532)  0.18
H (5.483, -0.113, 3.587)  0.57
C (1.658, 8.329, 2.499)  0.53
O (-1.876, -3.009, 0.516)  -0.62
H (6.526, 3.285, -5.212)  0.40
H (2.045, 1.836, 5.899)  0.24
H (-2.277, -6.317, -2.433)  0.14
C (4.904, 6.975, -1.753)  -0.74
C (0.385, -0.365, 7.916)  -1.34
H (-2.871, 3.734, -8.623)  0.40
H (1.815, -2.641, -6.589)  0.48
O (6.753, 7.370, 3.602)  -0.36
H (-5.097, 0.655, -1.046)  0.43
O (5.857, -4.905, 0.741)  -0.43
C (0.558, 1.883, -6.806)  0.47
O (-0.789, -1.085, 1.278)  -0.38
H (3.756, -3.255, -1.704)  0.52
H (-3.138, 1.413, -3.064)  -0.01
O (2.494, -2.494, 3.334)  -0.49
H (-3.000, -5.103, -4.142)  0.00
O (-3.349, -7.811, 2.327)  -0.65
H (2.998, -0.027, -4.190)  0.02
H (-0.099, -8.823, -0.130)  0.30
H (-6.002, -1.050, 2.419)  0.02
H (-0.083, 2.260, -9.807)  0.34
C (-5.329, -0.464, -3.812)  0.58
O (0.379, -5.413, -6.205)  -0.58
O (1.210, 1.367, -5.920)  -0.42
C (4.428, -4.848, 0.743)  -0.39
H (-3.394, 0.095, -1.751)  -0.50
C (0.591, 3.629, -0.650)  0.95
O (4.261, 1.564, 5.802)  -0.62
O (6.990, 7.786, 1.391)  -0.55
O (-0.904, -4.957, -4.481)  -0.29
H (-0.389, 8.808, 1.737)  0.39
H (-9.257, -2.248, 3.099)  0.34
C (1.781, -1.792, -5.906)  -0.78
H (1.252, -4.903, 5.543)  0.41
S (-0.698, 4.003, -1.907)  0.02
H (-1.512, 3.304, 2.602)  0.21
H (-4.637, 3.329, -1.727)  0.30
H (4.474, 7.952, -1.976)  0.35
H (-3.702, -4.991, 5.418)  0.40
H (-1.611, -5.615, -1.078)  0.05
H (6.995, 0.327, 5.411)  0.28
H (0.732, 8.750, 0.465)  0.30
C (-0.057, 2.650, -8.790)  -0.71
C (0.030, 3.299, -3.331)  -0.13
C (6.657, 7.068, 2.319)  0.58
O (-5.134, -4.998, -4.156)  -0.52
H (-8.999, -4.955, -1.950)  0.49
C (6.415, -3.819, 0.127)  0.60
O (-6.517, -4.090, -2.608)  -0.32
H (1.555, -5.436, 2.913)  0.49
O (-8.144, -0.690, 0.262)  -0.56
S (0.602, -0.229, 6.067)  0.97
O (-1.401, -4.164, -6.496)  -0.33
H (-2.603, -2.752, -5.481)  0.22
H (0.767, 0.474, 8.497)  0.42
C (-1.751, -7.742, -0.708)  0.41
C (4.589, 4.310, -0.884)  -0.37
O (-5.901, -6.220, -2.418)  -0.35
H (-2.774, 3.204, -6.941)  0.24
C (-4.215, 1.396, -2.897)  0.77
C (-2.186, 3.516, -7.804)  -1.28
S (3.064, -2.260, -4.691)  0.59
C (-4.966, 2.765, -2.600)  -1.51
C (-0.314, -0.252, -0.822)  0.83
H (6.765, 5.900, 5.064)  0.25
H (3.751, 5.640, -4.010)  -0.13
H (-1.529, -2.497, -3.361)  0.27
O (5.948, 5.778, 2.254)  -0.29
H (-9.494, -2.608, 1.338)  -0.03
C (-8.546, -4.230, -1.274)  -1.80
H (-2.190, -2.849, 6.417)  0.37
H (4.180, -5.376, -0.178)  0.32
S (-8.319, -0.568, 1.787)  0.49
H (-0.008, 3.722, -8.982)  0.29
H (6.070, 4.840, -4.495)  0.29
O (1.085, 6.927, 4.318)  -0.36
H (-1.788, -3.869, -2.200)  -0.42
C (5.832, 4.059, 3.727)  -1.80
H (-3.329, -4.514, 3.739)  0.32
O (5.528, -2.911, 0.240)  -0.42
H (5.666, 7.076, -0.981)  0.27
H (-2.182, 1.064, 3.540)  -0.06
H (2.033, -0.873, -6.435)  0.17
H (3.614, -0.656, -2.878)  0.52
C (-0.606, -4.922, -5.805)  0.44
O (7.635, -3.781, -0.263)  -0.63
C (3.462, 5.181, -4.955)  -0.72
H (5.301, 6.862, 5.125)  0.34
C (-0.549, -7.879, 0.177)  -0.29
H (1.489, -4.098, 1.654)  -0.05
O (-0.727, 2.068, -6.769)  -0.07
H (0.178, 2.220, -3.292)  0.12
C (-6.914, -1.635, 2.294)  -0.43
S (4.026, 3.490, -5.001)  0.56
H (0.598, 2.081, 5.044)  0.21
C (-3.241, 0.948, 3.308)  -0.37
H (2.380, -3.526, 6.110)  0.27
O (-2.856, -7.700, 0.096)  -0.29
H (1.010, -1.133, 8.371)  0.36
H (6.774, 3.675, 3.335)  0.33
O (-5.144, -0.669, -2.600)  -0.33
H (4.401, 5.699, 3.433)  -0.61
S (1.325, -3.245, 3.909)  0.77
H (-0.585, 0.882, 0.974)  0.06
H (-0.673, 3.409, -4.156)  0.34
H (3.633, -3.134, 1.436)  -0.64
C (-6.531, -5.847, -1.189)  -0.42
C (-2.505, 3.294, 2.153)  -0.46
H (0.238, -7.151, 0.373)  0.17
O (-1.801, 3.060, -1.393)  -0.32
H (-5.784, -5.750, -0.401)  0.33
H (-1.788, -8.623, -1.349)  0.36
S (-3.924, 2.606, 3.168)  0.43
C (-1.215, -2.009, 0.273)  0.06
H (5.403, 4.404, -0.166)  0.56
O (-0.801, -0.288, 5.535)  -0.69
C (1.041, 8.320, 3.844)  -0.68
H (-2.518, 2.850, 1.158)  -0.08
C (-9.610, -1.875, 2.137)  -0.62
H (-3.331, -6.178, 4.109)  0.33
H (2.845, -4.623, 4.761)  0.42
H (-6.529, -3.710, -0.636)  -0.12
H (6.647, -1.320, 6.076)  0.38
C (-2.183, -4.396, -4.294)  0.91
C (1.293, -0.170, 1.264)  -0.59
H (0.949, 3.805, -3.629)  -0.13
H (-2.260, -4.180, 7.406)  0.56
O (-0.751, -1.586, -0.931)  0.54
H (2.959, -1.964, -0.789)  0.02
C (-1.262, 2.322, -8.037)  0.39
H (-7.129, -2.174, 3.216)  0.44
C (4.598, -0.390, 4.159)  -0.79
C (2.758, -0.855, -3.523)  -0.42
H (5.046, 3.909, -1.789)  -0.18
H (4.596, -1.480, 4.152)  0.32
H (-1.607, 1.412, -8.528)  0.35
O (-4.794, 0.751, -4.014)  -0.48
H (0.644, -0.019, -1.287)  -0.12
O (-0.873, -6.400, 5.905)  -0.68
H (-8.933, -4.604, -0.326)  0.43
S (3.603, 5.878, -1.144)  0.59
H (2.385, 5.277, -5.095)  0.27
C (-2.465, -7.759, 1.420)  0.64
H (-3.548, 0.330, 4.152)  0.42
H (3.666, 0.055, 3.811)  0.02
H (3.830, 5.923, -5.663)  0.52
H (2.415, -3.695, -0.849)  0.37
H (-6.696, -2.448, 1.601)  0.06
C (-2.483, -3.817, -5.677)  -0.37
H (0.052, -4.546, 2.666)  0.28
H (-10.555, -1.334, 2.192)  0.36
C (2.018, -4.165, 5.305)  -1.24
H (-0.661, -6.560, -2.319)  0.48
O (1.455, 6.983, 2.141)  -0.09
S (-1.398, -5.098, 5.312)  0.68
C (-1.627, -3.758, 6.625)  -1.16
H (-3.078, -2.920, -2.861)  0.28
H (-1.008, 0.513, -1.170)  -0.46
H (5.847, 3.376, -3.535)  0.13
H (1.596, 8.986, 4.505)  0.32
H (-7.474, -6.369, -1.028)  0.42
H (-0.728, -3.463, 7.165)  0.24
O (1.740, 4.960, 3.220)  -0.45
O (2.437, 5.687, -2.102)  -0.51
C (4.138, -3.385, 0.503)  1.72
H (1.760, -0.738, -3.102)  -0.06
H (6.597, 0.115, 7.155)  0.38
H (0.720, 10.120, 1.690)  0.42
O (1.041, 2.414, -7.928)  -0.33
S (4.611, 0.040, 5.920)  0.50
H (-2.801, 4.318, 1.928)  0.44
C (-2.122, -3.378, -3.115)  -0.27
H (-5.085, 3.401, -3.478)  0.33
C (3.260, -3.012, -0.764)  -1.21
H (-3.365, 0.479, 2.332)  0.17
H (0.021, 8.684, 3.969)  0.35
C (1.138, -4.474, 2.615)  -0.92
C (-3.089, -5.209, 4.544)  -1.02
O (3.465, 2.930, -3.730)  -0.36
C (0.985, 1.586, 5.935)  -1.01
C (1.481, 6.164, 3.294)  0.52
H (4.101, -5.415, 1.615)  0.27
C (0.650, 9.047, 1.510)  -1.46
C (5.819, 3.780, -4.547)  -1.01
O (-5.731, -1.212, -4.646)  -0.60
H (0.486, 4.121, 0.317)  0.41
H (3.929, 3.467, -0.678)  0.06
C (-0.111, -0.049, 0.664)  0.21
H (-1.590, 4.386, -7.528)  0.36
O (4.410, -2.107, -5.380)  -0.71
C (-5.813, -5.127, -3.179)  0.51
H (-3.395, -4.238, -6.100)  0.28
H (2.684, 8.696, 2.512)  0.27
H (5.349, 6.512, -2.633)  0.14
O (-1.163, -7.831, 1.490)  -0.34
H (-0.630, -0.473, 8.300)  0.39
H (1.110, -0.062, 2.332)  -0.01
H (1.616, -1.204, 1.136)  -0.12
C (-7.005, -4.400, -1.333)  0.90
C (5.466, 5.481, 3.512)  1.55
O (-3.744, 3.200, 4.577)  -0.68
H (0.595, 2.559, -0.443)  -0.68
H (5.537, 3.710, 4.717)  0.46
C (-1.533, -6.530, -1.666)  -1.09
C (-4.448, 0.349, -1.866)  0.50

Force components x, y, z for each atom (eV/Å):
H -0.033 -0.506 -0.104
H 0.546 -0.460 -0.120
H -0.192 1.121 1.558
H 0.088 0.318 0.404
C 1.906 0.442 1.141
H -0.417 0.024 -0.417
C -0.960 0.802 0.473
H 0.140 -0.628 0.887
H 0.180 0.053 0.490
H -0.065 0.672 0.347
C -3.563 0.229 -2.013
O 1.847 2.416 -0.915
H -0.279 -0.155 0.033
H 0.150 -0.438 0.511
H -0.743 -0.840 0.207
C 0.040 -0.731 -0.730
C 1.015 0.438 0.961
H 0.194 0.042 -0.057
H -0.001 0.065 -0.196
O -0.126 0.746 0.987
H 0.598 -0.283 0.304
O 1.418 -1.500 -0.149
C 2.335 -0.908 1.834
O -2.722 -3.252 -1.499
H 0.634 0.232 0.125
H -0.157 0.986 -0.288
O 0.415 0.721 0.382
H 0.657 -0.540 0.550
O 4.125 0.538 -3.195
H -0.831 0.497 -0.304
H 0.283 -0.268 1.104
H -0.168 0.153 -0.004
H 0.921 -0.930 0.300
C 1.270 1.533 -2.992
O 1.643 -1.171 -1.152
O -0.766 0.965 -1.264
C 1.361 -1.174 -2.203
H -0.518 -1.244 1.632
C 0.711 -0.264 -1.021
O 1.148 -2.406 0.986
O -0.646 -2.365 1.948
O -0.389 -0.687 -0.065
H 0.164 -0.397 0.507
H -0.714 -0.277 0.065
C 0.391 -0.508 -0.327
H 0.291 -0.118 0.576
S -0.821 -0.891 2.870
H -0.273 -0.400 0.379
H 0.829 -0.100 -0.294
H -0.094 -0.179 -0.015
H -0.668 -0.220 -0.329
H 0.703 0.086 0.251
H -0.092 -0.037 0.070
H 0.742 0.281 0.065
C 1.182 3.148 -1.999
C 0.171 -0.778 -1.271
C -1.496 -0.638 -1.543
O -0.744 -0.418 0.233
H 0.393 -0.950 -0.220
C 5.000 -2.645 0.481
O 0.729 0.091 -1.860
H 0.171 -0.001 -0.216
O -0.468 1.147 1.497
S -1.372 1.765 0.592
O -0.950 0.881 -0.833
H 0.156 0.289 -1.023
H 0.057 0.675 -0.621
C 1.820 1.315 -4.042
C 0.055 -0.265 -1.433
O -0.383 0.005 0.422
H -0.304 0.353 -0.003
C -1.114 1.858 -0.456
C -0.669 -1.104 -0.019
S 0.168 -0.227 0.099
C 0.060 -1.571 0.035
C 0.960 1.484 0.671
H 0.298 0.414 0.139
H -0.417 -0.503 0.221
H 0.604 -0.296 -0.037
O 2.611 3.830 -2.671
H -0.238 0.173 0.052
C 1.013 -1.546 -1.804
H 0.298 -0.038 -1.208
H -0.632 -0.547 0.152
S 0.747 -2.671 -2.731
H -0.070 0.271 -0.010
H -0.147 0.052 -0.130
O 0.831 0.267 -0.064
H 0.295 0.189 -0.206
C -2.260 -1.629 0.021
H 0.835 0.544 0.252
O -2.403 4.266 -0.527
H -0.144 -0.102 0.194
H 0.177 0.084 -0.285
H 0.176 -0.023 0.247
H -0.245 -1.016 0.756
C 1.615 -0.026 1.747
O -5.848 0.244 1.553
C 0.123 1.757 -0.029
H 0.206 0.674 -0.362
C 0.287 -0.257 1.432
H 0.019 0.171 0.379
O -1.912 -1.277 1.816
H 0.293 -0.012 0.485
C 0.155 -0.213 0.992
S 0.655 -0.039 0.455
H -0.200 -1.143 -0.818
C 0.973 -0.069 -0.191
H -0.412 0.079 -0.188
O -0.868 0.533 1.795
H -0.117 -0.661 -0.603
H 0.361 0.761 0.513
O -0.050 -3.213 6.597
H -0.394 -0.832 0.334
S 0.728 1.445 -0.440
H 0.090 0.194 0.019
H -0.274 0.318 0.074
H 0.751 1.772 0.090
C -0.430 0.995 0.880
C -1.295 0.232 -0.441
H -0.156 0.460 -1.365
O 0.402 0.637 -1.038
H -0.121 -1.385 0.149
H -0.329 -0.191 0.138
S 1.797 1.010 2.222
C -0.535 -0.398 2.093
H -0.466 0.461 0.351
O 0.396 -0.591 -0.084
C -0.108 0.624 2.611
H 0.186 -0.460 0.018
C 1.277 1.349 0.469
H 0.560 -0.344 0.482
H 0.329 -0.356 0.609
H 0.027 -0.067 0.120
H -0.166 0.052 -0.031
C -1.040 1.114 0.791
C -1.186 0.684 -0.065
H 0.131 0.006 0.391
H -0.021 -0.561 0.161
O -0.655 -0.742 0.194
H -0.019 -0.193 0.200
C -0.814 0.766 -0.129
H 0.020 0.434 0.390
C -0.009 -1.046 0.688
C 1.581 1.070 -1.659
H 0.021 0.633 -0.382
H -0.563 -0.074 -0.368
H -1.147 -0.060 0.770
O -0.182 2.225 -3.704
H -0.022 -0.746 -0.550
O -1.504 1.560 -0.017
H -0.282 1.329 0.305
S -0.895 -0.493 1.731
H -0.078 -0.627 0.382
C -4.842 -0.724 1.617
H -0.904 0.310 -0.200
H 0.182 -0.353 -0.274
H 0.636 -0.643 -0.714
H -0.491 0.225 0.564
H -0.466 0.426 -0.653
C -1.653 0.942 1.025
H -0.153 -0.589 -0.817
H -0.059 -0.507 -0.086
C -0.132 -0.644 -1.600
H 0.569 -0.244 0.746
O 1.738 -2.503 0.667
S 1.793 0.665 -1.293
C -1.331 -1.037 0.988
H -0.494 -0.429 -0.266
H -0.523 -0.469 -0.390
H 0.174 -0.179 -0.235
H 0.284 -0.511 0.484
H 0.808 -1.030 0.330
H 0.465 -0.380 -0.711
O -0.896 3.568 0.896
O 1.735 0.167 0.211
C -0.327 -0.260 -1.076
H 0.205 -0.420 -0.070
H 0.412 -0.115 -0.053
H 0.140 0.193 -0.573
O 1.008 -1.141 -1.027
S 0.229 2.563 -1.901
H -0.020 0.175 0.354
C -0.431 -0.263 -0.724
H 0.222 -0.102 0.075
C 0.881 -1.016 0.820
H 0.020 -0.324 0.100
H -0.170 -0.420 -0.629
C -1.357 -0.845 1.276
C -0.392 -0.100 1.566
O -0.086 -0.208 -0.246
C 0.073 0.757 -0.024
C 0.043 -1.620 -2.340
H -0.332 0.671 0.054
C 0.713 0.547 0.775
C -0.535 0.325 -0.089
O -0.497 0.184 -0.165
H -0.240 0.482 -0.410
H -0.407 0.481 0.651
C 1.172 1.059 0.900
H -0.020 -0.051 -0.127
O -1.632 0.484 0.921
C 0.250 1.690 0.293
H 0.016 0.222 0.053
H 0.080 -0.336 -0.439
H 0.130 0.316 -0.150
O 0.426 -0.951 1.266
H -0.248 -0.204 -0.901
H 0.323 0.057 0.126
H 0.665 0.321 -0.325
C -1.101 0.181 -0.399
C -1.097 -0.910 -0.707
O -0.530 -0.594 -2.002
H -0.437 -0.147 -0.307
H 0.529 -0.108 0.200
C -1.308 0.531 0.171
C 0.043 -0.293 -0.315

Quick rundown of Kohn-Sham gap, same order as above: 8.611; 8.486 eV